Record 1
Entry from the OMol25 dataset: 2 unconnected molecules or ions with the total composition C4H10NO (ωB97M-V/def2-TZVPD).

**Energy relative to the best compared isomer or geometry (same formula, charge and spin)**: 27.8 kcal per mole
**Net charge**: -1
**Orbital gap**: 6.8 eV
**LUMO**: 4.20 eV

```
16
Properties=species:S:1:pos:R:3:forces:R:3:nbo_charge:R:1
C 2.4419 0.7816 -0.8935 -0.06 0.05 -0.20 -0.617
C 1.2143 0.7347 -0.3519 0.26 0.34 0.69 0.031
N 0.9249 1.2475 0.9030 0.09 -0.25 -0.27 -0.609
C -0.1750 0.6450 1.6449 -0.25 -0.27 -0.16 -0.465
H 3.2841 1.1668 -0.3185 -0.07 0.02 -0.14 0.162
H 2.6149 0.5017 -1.9257 -0.01 -0.10 0.14 0.191
H 0.3226 0.3038 -0.7959 -0.10 -0.14 -0.42 0.268
H 1.7429 1.5156 1.4288 -0.07 0.03 0.09 0.346
H -0.8842 1.3980 2.0001 0.05 0.04 0.03 0.163
H -0.7225 -0.0516 0.9634 0.03 0.43 0.24 0.314
H 0.1768 0.0679 2.5019 0.16 -0.03 0.18 0.148
C -2.1928 -1.6653 -1.0345 0.27 0.32 0.17 -0.190
O -1.6380 -0.5254 -0.5441 0.00 -0.12 -0.14 -0.988
H -2.3543 -1.6373 -2.1375 -0.14 -0.12 -0.07 0.085
H -1.5727 -2.5814 -0.8617 -0.04 -0.07 -0.03 0.079
H -3.1830 -1.9016 -0.5790 -0.13 -0.12 -0.11 0.082
```
Positions in Å, forces in eV/Å.

Record 2
Entry from the OMol25 dataset: a molecular structure, C63H66AgN4OP3S (ωB97M-V/def2-TZVPD).

**Orbital gap**: 6.5 eV
**LUMO**: 0.03 eV

```
139
Properties=species:S:1:pos:R:3:forces:R:3:lowdin_charge:R:1
Ag -0.0726 -0.1976 0.1630 -0.38 -0.13 -0.24 0.497
O 0.3553 -1.0228 3.1901 0.06 -0.18 0.07 -0.523
S 0.8389 -2.1226 2.2947 0.00 0.16 0.08 0.877
C 2.4454 -2.5891 2.9171 -0.01 0.04 0.00 -0.315
C 2.5110 -3.0546 4.2093 0.03 -0.04 0.01 -0.062
C 3.7028 -3.5291 4.7867 -0.04 -0.01 -0.03 -0.002
C 4.8207 -3.5458 4.0023 0.00 0.01 0.02 -0.149
C 6.2154 -4.0449 4.2906 0.01 -0.02 0.00 -0.099
C 7.0265 -3.7268 3.0069 0.01 0.01 0.02 -0.099
C 6.0335 -3.0711 2.0793 -0.02 0.01 -0.01 -0.159
C 6.1735 -2.5480 0.8322 -0.01 -0.01 0.01 -0.006
C 5.0613 -1.8956 0.2543 0.01 -0.04 -0.04 -0.062
C 3.8157 -1.7971 0.8374 -0.02 0.05 -0.03 -0.276
P 2.5978 -0.6226 0.0589 -0.09 0.04 0.15 1.041
C 3.2863 -0.4236 -1.6167 -0.09 0.01 -0.06 -0.397
C 4.1925 0.5687 -1.9772 0.02 0.00 0.03 -0.095
C 4.6757 0.6350 -3.2767 0.02 0.00 0.00 -0.089
C 4.2584 -0.2884 -4.2249 0.02 0.00 -0.01 -0.094
C 3.3421 -1.2715 -3.8765 0.00 0.01 -0.01 -0.085
C 2.8502 -1.3297 -2.5817 0.01 0.03 -0.01 -0.102
C 3.0424 0.9458 0.8965 0.10 -0.05 0.05 -0.365
C 2.3660 2.0986 0.4848 -0.01 -0.01 -0.02 -0.126
C 2.6123 3.3072 1.1160 0.03 0.00 0.03 -0.079
C 3.5130 3.3813 2.1717 0.00 -0.01 -0.01 -0.090
C 4.1750 2.2377 2.5901 0.00 0.02 -0.01 -0.085
C 3.9465 1.0252 1.9514 0.03 0.00 0.01 -0.077
C 3.6179 -2.4495 2.1087 -0.05 -0.01 0.02 -0.139
C 4.7687 -3.0079 2.7010 0.07 -0.01 0.02 -0.089
C -0.1576 -3.5482 2.7228 0.05 -0.03 -0.02 -0.295
C 0.4048 -4.8006 2.7754 -0.02 0.00 0.03 -0.067
C -0.3148 -5.9439 3.1806 -0.01 0.02 0.00 -0.010
C -1.6082 -5.7747 3.5756 0.04 -0.02 -0.01 -0.155
C -2.6083 -6.7567 4.1361 0.00 -0.02 0.01 -0.100
C -3.9057 -5.9306 4.3401 -0.01 -0.02 -0.02 -0.099
C -3.5489 -4.5361 3.8875 0.00 -0.01 0.00 -0.155
C -4.2914 -3.3987 3.8076 0.02 -0.01 -0.01 -0.003
C -3.6945 -2.2600 3.2250 -0.03 0.02 0.01 -0.085
C -2.3888 -2.1951 2.7839 0.00 0.04 -0.01 -0.270
P -1.9507 -0.7048 1.7731 0.30 -0.04 0.10 1.037
C -1.8415 0.6869 2.9512 -0.05 -0.03 0.00 -0.379
C -2.2436 0.6133 4.2796 -0.02 -0.02 0.02 -0.077
C -2.1073 1.7135 5.1144 0.01 0.02 -0.02 -0.079
C -1.5690 2.8966 4.6288 -0.01 0.00 -0.01 -0.084
C -1.1630 2.9743 3.3042 0.02 0.03 0.07 -0.079
C -1.2927 1.8739 2.4721 -0.02 0.02 -0.09 -0.122
C -3.5643 -0.4167 0.9479 0.05 0.10 -0.06 -0.373
C -4.2511 0.7884 1.0468 -0.02 0.00 -0.01 -0.084
C -5.4386 0.9816 0.3490 0.01 0.00 0.01 -0.083
C -5.9546 -0.0281 -0.4460 0.00 -0.01 -0.01 -0.096
C -5.2697 -1.2329 -0.5571 0.00 0.00 -0.01 -0.093
C -4.0802 -1.4186 0.1246 0.02 -0.03 -0.01 -0.119
C -1.5550 -3.3518 2.9763 0.03 0.04 -0.03 -0.116
C -2.2030 -4.5007 3.4680 -0.06 0.02 0.03 -0.084
H 1.5968 -3.0824 4.7890 -0.02 0.01 0.00 0.123
H 3.7058 -3.8925 5.8062 0.00 0.00 0.00 0.117
H 6.2030 -5.1148 4.5049 0.01 0.00 0.01 0.119
H 6.6341 -3.5526 5.1693 0.00 0.01 0.00 0.119
H 7.4486 -4.6278 2.5601 -0.01 0.00 0.00 0.118
H 7.8612 -3.0561 3.2156 0.01 -0.01 -0.01 0.119
H 7.1159 -2.5701 0.2994 0.00 0.00 0.00 0.116
H 5.2230 -1.4106 -0.6981 0.00 0.00 -0.01 0.095
H 4.5201 1.2924 -1.2405 0.00 0.00 0.00 0.112
H 5.3775 1.4130 -3.5493 0.01 0.00 0.00 0.106
H 4.6351 -0.2323 -5.2382 0.00 0.00 -0.01 0.103
H 2.9980 -1.9814 -4.6175 0.00 0.00 -0.01 0.104
H 2.1130 -2.0794 -2.3160 0.00 -0.01 0.00 0.103
H 1.6190 2.0366 -0.3085 0.00 0.00 0.02 0.025
H 2.0856 4.1948 0.7857 -0.01 0.01 0.00 0.099
H 3.6940 4.3259 2.6686 0.00 0.01 0.01 0.099
H 4.8733 2.2841 3.4161 0.01 0.00 0.00 0.100
H 4.4787 0.1442 2.2874 0.00 0.00 0.00 0.098
H 1.4547 -4.9135 2.5407 0.02 0.01 0.00 0.111
H 0.1781 -6.9070 3.2131 0.00 -0.01 0.00 0.116
H -2.2489 -7.1779 5.0763 0.00 -0.01 0.00 0.118
H -2.7624 -7.5936 3.4536 -0.01 0.01 0.00 0.118
H -4.2310 -5.9368 5.3811 0.01 0.01 0.00 0.118
H -4.7321 -6.3275 3.7484 0.00 0.00 0.01 0.118
H -5.3267 -3.3606 4.1221 0.00 0.00 0.00 0.117
H -4.3280 -1.3941 3.0754 0.00 0.00 0.01 0.110
H -2.6433 -0.3087 4.6806 0.00 -0.02 -0.02 0.097
H -2.4164 1.6417 6.1495 0.00 0.00 0.00 0.101
H -1.4587 3.7525 5.2823 0.00 0.00 0.01 0.100
H -0.7334 3.8898 2.9159 -0.01 -0.01 0.00 0.102
H -0.9652 1.9403 1.4378 0.01 -0.01 0.01 0.059
H -3.8645 1.5835 1.6715 0.00 0.00 0.00 0.100
H -5.9593 1.9271 0.4331 -0.01 0.01 0.00 0.105
H -6.8808 0.1227 -0.9856 0.00 0.00 -0.01 0.103
H -5.6579 -2.0233 -1.1867 -0.01 -0.01 0.00 0.103
H -3.5482 -2.3592 0.0246 0.01 0.00 0.00 0.112
N -0.1619 1.3555 -1.2416 0.24 0.13 0.10 -0.319
P -0.8857 1.9385 -2.4379 -0.14 0.04 -0.09 0.488
N -2.1855 1.0725 -3.0834 0.02 -0.04 -0.05 -0.206
C -3.5417 1.5423 -3.2930 -0.03 0.02 -0.02 -0.223
C -4.1427 0.9430 -4.5626 0.02 0.02 -0.01 -0.185
C -4.0516 -0.5786 -4.5423 -0.01 -0.02 0.04 -0.208
C -2.6073 -1.0106 -4.3087 0.02 0.02 -0.02 -0.185
C -2.0702 -0.3768 -3.0310 -0.04 -0.02 0.05 -0.232
N 0.1161 2.1798 -3.7634 -0.10 0.04 0.01 -0.206
C 1.5675 2.1955 -3.6018 0.04 -0.06 0.05 -0.219
C 2.1967 3.1575 -4.5992 0.02 0.00 0.00 -0.179
C 1.9195 2.7148 -6.0429 -0.02 0.01 -0.01 -0.191
C 0.5505 2.0214 -6.1506 0.01 -0.01 0.01 -0.179
C -0.3968 2.5369 -5.0752 0.01 0.04 0.01 -0.220
N -1.6138 3.4771 -2.2543 0.06 -0.08 0.03 -0.200
C -2.5630 3.5241 -1.1275 -0.03 0.03 -0.01 -0.232
C -1.9876 4.2875 0.0564 -0.04 -0.02 -0.02 -0.202
C -1.7981 5.7561 -0.3253 -0.03 0.02 0.00 -0.192
C -1.3093 5.8726 -1.7807 0.02 0.04 -0.01 -0.178
C -0.6502 4.5861 -2.2542 -0.01 -0.03 -0.03 -0.232
H -3.5289 2.6284 -3.3601 -0.01 -0.02 -0.02 0.101
H -4.1787 1.2642 -2.4363 -0.01 0.00 -0.01 0.107
H -3.5960 1.3280 -5.4299 -0.01 0.00 -0.01 0.103
H -5.1815 1.2692 -4.6635 -0.01 0.00 0.01 0.108
H -4.4492 -1.0063 -5.4657 0.02 0.00 -0.01 0.104
H -4.6696 -0.9598 -3.7200 -0.01 -0.01 0.00 0.100
H -1.9855 -0.6851 -5.1500 0.00 -0.01 0.00 0.109
H -2.5311 -2.0996 -4.2452 -0.01 -0.01 0.02 0.106
H -1.0234 -0.6371 -2.8702 0.00 -0.01 -0.03 0.086
H -2.6334 -0.7685 -2.1679 0.02 0.00 0.00 0.099
H 1.9898 1.1926 -3.7457 -0.05 0.04 -0.01 0.093
H 1.8062 2.4840 -2.5772 0.00 -0.01 -0.02 0.087
H 3.2717 3.2254 -4.4174 0.00 0.00 0.00 0.101
H 1.7861 4.1565 -4.4271 0.00 0.01 0.00 0.102
H 2.7055 2.0352 -6.3821 0.00 -0.01 0.00 0.097
H 1.9520 3.5832 -6.7056 0.01 0.00 0.00 0.102
H 0.6621 0.9431 -6.0055 0.01 -0.01 0.00 0.109
H 0.1164 2.1677 -7.1418 0.00 0.01 0.00 0.106
H -1.3890 2.0991 -5.1867 0.02 -0.02 -0.01 0.092
H -0.5188 3.6269 -5.1909 -0.01 0.01 0.01 0.111
H -2.8088 2.5004 -0.8370 0.01 0.01 0.05 0.083
H -3.5004 4.0005 -1.4494 0.00 -0.01 0.02 0.117
H -1.0314 3.8255 0.3148 0.00 0.01 0.01 0.086
H -2.6418 4.1927 0.9267 0.01 -0.01 0.00 0.106
H -1.0975 6.2412 0.3587 0.03 -0.03 0.00 0.102
H -2.7504 6.2819 -0.2172 0.02 0.02 0.01 0.104
H -0.5957 6.6926 -1.8844 -0.02 0.02 -0.01 0.106
H -2.1460 6.0991 -2.4464 -0.01 -0.03 0.00 0.111
H 0.2206 4.3672 -1.6147 0.00 0.00 0.01 0.110
H -0.2719 4.7190 -3.2676 0.02 -0.02 -0.03 0.092
```
Positions in Å, forces in eV/Å.

Record 3
Entry from the OMol25 dataset: a molecular structure, C36H49As2Ge2OSZr (ωB97M-V/def2-TZVPD).

**Energy relative to the best compared isomer or geometry (same formula, charge and spin)**: 0.8 kcal per mole
**Net charge**: +3
**Orbital gap**: 5.0 eV
**LUMO**: -9.91 eV

```
92
Properties=species:S:1:pos:R:3:forces:R:3:lowdin_charge:R:1
Zr 0.2115 -0.4710 -0.0144 0.23 -0.47 -0.21 1.083
C 0.2471 3.1730 2.9253 0.09 0.02 -0.04 -0.155
C -0.3032 1.8156 3.3584 -0.04 -0.01 0.04 -0.345
Ge 0.7768 0.3108 2.7514 -0.05 0.10 -0.09 0.869
C -0.4212 -1.2710 2.3452 -0.25 0.08 -0.09 -0.441
C 0.2475 -2.5553 1.8546 0.18 -0.05 0.07 -0.176
C 2.3830 -0.2177 3.6524 0.08 0.07 -0.21 -0.208
C 3.4477 -0.0434 2.8389 0.11 0.03 0.09 -0.336
Ge 2.7904 0.5238 1.0783 -0.14 0.13 0.26 0.927
C 3.0118 2.2511 0.1792 -0.01 -0.02 -0.07 -0.342
C 4.4335 2.6826 -0.1860 0.05 -0.01 0.06 -0.141
C 2.8268 -1.0668 -0.1605 -0.27 0.19 0.01 -0.389
C 4.2450 -1.1760 -0.7600 -0.06 -0.04 -0.04 -0.102
C 4.8659 -0.2446 3.1469 -0.13 -0.02 0.06 -0.249
C 5.2652 -0.8794 4.3289 0.02 0.01 -0.05 -0.014
C 6.6085 -1.0450 4.6095 -0.03 0.03 -0.05 -0.037
C 7.5680 -0.5759 3.7177 0.05 -0.01 0.03 -0.035
C 7.1857 0.0563 2.5441 0.00 0.01 -0.01 -0.044
C 5.8388 0.2165 2.2622 0.07 0.00 -0.05 -0.060
H -0.3458 3.9851 3.3443 -0.02 -0.01 0.00 0.090
H 0.2433 3.2820 1.8371 -0.01 0.00 0.01 0.041
H 1.2739 3.3185 3.2654 -0.01 0.00 0.01 0.081
H -1.3194 1.6615 2.9926 -0.02 -0.01 0.05 0.033
H -0.3464 1.7492 4.4479 0.00 -0.03 0.00 0.086
H -1.3259 -1.0167 1.7459 0.04 -0.02 0.03 0.004
H -0.8816 -1.4674 3.3165 0.02 0.04 0.03 0.110
H 0.5872 -2.5906 0.7906 -0.07 0.03 -0.02 0.025
H -0.4088 -3.4207 1.9377 -0.01 0.02 0.00 0.095
H 1.1619 -2.7444 2.4195 -0.02 -0.05 0.00 0.099
H 2.4571 -0.5217 4.6904 0.03 -0.01 0.03 0.077
H 2.5540 2.9882 0.8419 -0.01 -0.03 0.01 0.056
H 2.3790 2.1950 -0.7146 0.02 0.01 0.01 0.056
H 5.0432 2.8260 0.7059 0.00 0.01 -0.03 0.077
H 4.3999 3.6349 -0.7141 -0.01 0.00 0.01 0.089
H 4.9375 1.9681 -0.8355 0.00 -0.02 0.00 0.064
H 2.1492 -1.0138 -1.0396 0.10 -0.07 -0.11 0.005
H 2.6041 -1.9673 0.4162 0.07 -0.05 0.03 0.062
H 4.5173 -0.2815 -1.3179 -0.02 0.02 0.00 0.074
H 4.2849 -2.0241 -1.4424 0.04 0.00 0.00 0.095
H 4.9797 -1.3358 0.0271 0.01 0.00 0.01 0.078
H 4.5268 -1.2520 5.0262 0.00 -0.01 0.01 0.113
H 6.9128 -1.5382 5.5221 0.00 0.00 0.00 0.122
H 8.6187 -0.7030 3.9413 0.00 -0.01 0.00 0.123
H 7.9353 0.4257 1.8579 0.00 0.00 -0.01 0.119
H 5.5504 0.7288 1.3470 -0.01 -0.03 0.03 0.074
C -3.2068 -2.8366 0.4221 0.03 0.02 0.04 -0.232
As -1.9660 -2.0437 -0.8361 -0.01 0.08 -0.08 1.110
C -1.4784 -3.5304 -1.9683 0.05 0.01 -0.01 -0.236
C -3.0604 -0.8794 -1.9114 -0.02 -0.01 -0.01 -0.418
C -3.9112 -1.4275 -2.8648 0.00 0.05 -0.02 -0.076
C -4.7184 -0.5992 -3.6343 0.00 -0.03 0.00 -0.031
C -4.6822 0.7739 -3.4478 0.01 0.03 0.01 -0.034
C -3.8395 1.3264 -2.4908 0.01 -0.03 0.00 -0.086
C -3.0226 0.5037 -1.7231 -0.01 0.03 0.04 -0.419
As -1.9058 1.3113 -0.3593 -0.07 0.00 -0.04 1.107
C -3.2030 1.8503 0.9813 0.07 0.01 0.00 -0.237
C -1.3406 3.0053 -1.0960 -0.01 0.02 0.03 -0.234
H -4.0087 -3.2969 -0.1538 -0.02 -0.01 0.03 0.055
H -3.6285 -2.0733 1.0743 -0.01 0.00 -0.01 0.040
H -2.7118 -3.5997 1.0214 -0.01 0.00 -0.03 0.040
H -2.3853 -4.0240 -2.3132 0.02 -0.03 0.01 0.046
H -0.8903 -4.2362 -1.3835 -0.01 -0.04 -0.03 0.043
H -0.8977 -3.1822 -2.8195 0.00 0.04 0.01 0.045
H -3.9548 -2.4980 -3.0230 0.00 0.00 0.01 0.109
H -5.3776 -1.0298 -4.3760 0.00 0.00 0.00 0.128
H -5.3129 1.4201 -4.0434 0.00 0.00 0.00 0.128
H -3.8318 2.4011 -2.3565 0.00 0.00 -0.01 0.108
H -4.0464 2.2742 0.4377 -0.03 0.02 0.06 0.052
H -2.7687 2.6087 1.6299 -0.02 0.03 -0.02 0.033
H -3.5460 1.0085 1.5798 0.01 -0.03 -0.04 0.040
H -2.2266 3.6059 -1.2949 0.03 0.05 0.00 0.048
H -0.7749 2.8532 -2.0118 -0.01 -0.06 -0.01 0.039
H -0.7243 3.5189 -0.3598 -0.01 0.03 -0.01 0.028
C -1.0973 2.7586 -10.9277 -0.07 -0.06 0.04 -0.051
C -1.1425 2.3534 -9.4871 0.16 0.11 -0.01 -0.666
O -2.0193 2.5586 -8.7083 -0.07 0.01 -0.09 0.059
S 0.4458 1.5499 -9.0122 -0.06 0.01 -0.11 1.096
C 0.2969 1.1969 -7.3208 0.04 -0.06 0.21 -0.482
C 1.5158 1.0366 -6.6282 -0.02 0.03 -0.11 -0.078
C 1.5307 0.7153 -5.2993 -0.01 -0.03 0.10 0.000
C 0.3123 0.5432 -4.6043 -0.04 0.05 -0.05 -0.240
C -0.9065 0.6914 -5.3012 0.00 -0.01 0.04 0.012
C -0.9166 1.0060 -6.6365 -0.07 -0.03 0.00 -0.039
C 0.2964 0.2341 -3.2506 0.10 -0.05 -0.09 -0.048
C 0.2808 -0.0494 -2.0418 0.00 0.04 0.36 -0.265
H -2.1095 2.9574 -11.2704 0.01 0.00 -0.02 0.101
H -0.6256 1.9878 -11.5362 -0.01 0.01 -0.02 0.086
H -0.5032 3.6706 -11.0129 0.00 0.01 0.00 0.105
H 2.4462 1.1822 -7.1613 0.01 0.00 0.01 0.118
H 2.4693 0.6020 -4.7736 0.00 0.00 -0.02 0.126
H -1.8406 0.5411 -4.7725 0.00 0.00 -0.01 0.112
H -1.8538 1.1117 -7.1571 0.04 -0.03 0.03 0.106
```
Positions in Å, forces in eV/Å.

Record 4
Entry from the OMol25 dataset: C2H3N3O in the gas phase (ωB97M-V/def2-TZVPD).

**Energy relative to the best compared isomer or geometry (same formula, charge and spin)**: 2.0 kcal per mole
**Orbital gap**: 10.0 eV
**LUMO**: 0.78 eV

```
9
Properties=species:S:1:pos:R:3:forces:R:3:nbo_charge:R:1
O -1.6271 1.5118 -0.1193 0.35 -0.15 0.11 -0.624
C -0.7822 0.6408 -0.1010 -0.22 0.09 0.07 0.725
N 0.5974 0.7565 0.0144 -0.06 0.04 -0.13 -0.618
C 1.1342 -0.5197 0.0254 -0.23 -0.09 -0.04 0.174
N 0.2214 -1.4261 -0.0764 0.41 0.28 0.15 -0.262
N -0.9558 -0.7246 -0.2059 -0.20 0.12 0.28 -0.451
H 1.0126 1.6589 0.1909 0.23 -0.33 -0.13 0.433
H 2.1869 -0.7657 0.0842 -0.17 0.26 0.03 0.214
H -1.7873 -1.1319 0.1877 -0.11 -0.22 -0.36 0.410
```
Positions in Å, forces in eV/Å.